The following is a DFT calculation (ωB97M-V with the def2-TZVPD basis set) of a structure of composition C23H52B2KNO9S4Sn2 at a distorted geometry.

```
94
Properties=species:S:1:pos:R:3:forces:R:3:mulliken_charge:R:1
Sn -1.96473 -0.43038 -3.52912 2.5 5.6 0.4 0.796
Sn 0.01620 2.33264 0.40579 0.2 -1.7 -0.9 1.210
K 1.90059 -1.36763 -1.47164 0.4 0.3 -0.2 0.889
S -5.66949 -0.37420 -1.36605 0.4 0.2 0.5 0.328
S 1.27654 0.18560 3.53016 0.0 -0.2 -0.7 0.285
S -2.45018 -4.30847 2.27230 1.3 0.4 -0.5 0.432
S -2.16480 0.52675 3.11740 -0.3 0.7 -0.1 0.786
O -0.15663 -6.91381 -2.92774 -1.1 -0.7 0.4 -0.663
O -2.24732 1.25818 1.79367 0.3 0.2 0.3 -0.646
O 2.81376 1.08790 -0.01712 -0.8 0.1 0.0 -0.460
O 0.74489 1.45650 2.88029 -0.3 -0.2 0.0 -0.564
O 0.02189 -2.35375 -3.37095 1.3 2.6 -0.1 -0.799
O -2.54510 -2.11311 -3.41756 -2.5 -5.6 0.8 -0.642
O -4.67173 0.14919 -2.34396 0.3 -0.2 -0.1 -0.491
O -1.19566 -3.90402 3.00242 -0.5 -0.1 0.1 -0.629
O -2.97479 -6.62441 -2.43413 0.6 0.0 -0.5 -0.622
N 3.15531 2.38608 -0.40904 -0.8 1.8 -0.4 0.522
C 4.98191 4.51323 -1.40472 -0.1 0.5 1.4 -0.645
C -2.82189 -4.36172 -2.64382 0.5 2.8 -1.5 -0.753
C -2.22164 -3.55914 0.64965 0.0 0.5 0.0 -0.008
C -3.78260 -0.21841 3.30426 0.5 -1.6 -0.3 -0.819
C -0.54298 -3.42127 -3.08063 -1.2 -1.0 -0.7 1.150
C 3.46710 2.53162 -1.85807 -0.1 -1.3 -0.2 1.891
C -2.06628 -3.27897 -3.04368 -0.3 -2.8 0.8 0.701
C 3.12592 3.50569 1.76196 0.3 -0.4 0.7 -1.367
C -2.21390 -6.02241 1.75312 -0.8 -0.2 -0.1 -0.970
C -0.73670 -5.83940 -2.83900 1.7 -0.2 -0.9 0.285
C -2.25157 -5.67073 -2.69450 -0.6 -1.5 1.9 0.291
C 4.47846 4.47047 0.04378 -0.6 0.1 -0.6 -1.700
C -2.36693 1.76029 4.42752 -0.1 -0.2 -0.1 -1.242
C 1.15349 -1.10016 2.28779 -0.8 -0.6 0.4 -0.021
C 0.04747 -4.66498 -2.97269 -0.6 1.5 0.6 -0.872
C 2.16405 2.23365 -2.59120 -0.7 0.5 0.0 -2.182
C 5.23616 2.33265 0.97460 0.8 -0.3 0.2 -1.774
C -5.99884 0.93845 -0.15568 -0.3 -0.5 0.0 -0.734
C 3.88172 3.97378 -2.27482 -0.8 -0.5 0.8 -1.356
C 3.98978 3.10472 0.56072 0.2 0.4 0.4 1.832
C 3.04387 0.30814 3.35266 0.5 0.9 0.6 -0.613
C -4.79500 -1.45532 -0.18649 -1.0 0.1 -0.5 0.086
C 4.49516 1.45304 -2.31050 0.1 0.5 -0.4 -1.689
B -1.57317 2.45626 -2.05641 0.1 0.2 0.5 1.113
B -0.88463 -0.48733 -0.75178 -0.3 -0.1 0.7 2.323
H 2.31067 2.21939 -3.67272 0.0 -0.2 0.0 0.526
H 3.58589 -0.57899 3.67407 -0.3 -0.2 -0.1 0.515
H 5.05817 1.30982 1.30448 -0.2 0.0 -0.1 0.213
H -0.74022 -0.16999 0.38172 -0.1 0.5 0.9 -0.790
H 2.97624 4.56182 -2.08651 0.1 0.2 0.1 0.341
H 1.37975 -0.62290 1.34364 0.4 0.0 -0.2 -0.293
H -4.50437 0.33851 2.71346 -0.2 0.3 0.6 0.252
H -2.64711 1.21758 5.33013 0.4 0.0 0.1 0.461
H -1.41308 2.27662 4.50805 0.0 0.0 0.2 0.291
H 5.93561 3.98420 -1.44281 0.0 0.0 -0.5 0.320
H -2.16697 -2.46679 0.67928 -0.4 0.0 0.6 -0.591
H -6.38664 1.79763 -0.69689 0.1 0.1 0.0 0.398
H 5.21105 4.90532 0.72637 0.2 -0.4 0.1 0.434
H -2.25370 -6.60202 2.67413 0.3 -0.1 0.0 0.378
H 4.00026 0.65241 -2.86354 0.0 -0.1 0.1 0.307
H 3.27231 0.61756 2.33094 -0.1 -0.3 -0.2 -0.238
H 3.63934 5.17221 0.11919 -0.1 -0.1 -0.2 0.443
H -3.05395 -3.82766 0.00523 0.3 -0.3 -0.3 0.291
H 1.63914 1.33882 -2.25119 0.6 -0.4 -0.2 0.172
H 5.17554 1.92030 -3.02669 0.2 -0.2 0.1 0.395
H -3.06516 -6.34134 1.14588 -0.1 0.2 0.0 0.369
H -3.89724 -4.28027 -2.55982 -0.1 -0.1 -0.1 0.521
H 0.15718 -1.54294 2.24904 -0.1 0.3 0.1 -0.110
H 1.12405 -4.72172 -3.05939 0.0 -0.2 -0.1 0.457
H -3.72901 -1.23451 2.89599 0.2 0.2 -0.6 0.023
H 3.34388 1.11509 4.02605 0.1 0.0 0.0 0.457
H -0.26903 -1.42623 -0.89462 0.5 -2.1 0.1 -0.908
H -2.21117 1.67809 -1.43876 -0.5 -0.5 0.6 -0.339
H 5.12570 5.59065 -1.51393 0.4 -0.1 -0.8 0.409
H 1.39469 2.98637 -2.38311 0.4 0.3 -0.1 0.356
H -1.21916 -3.78673 0.28468 -0.2 -0.7 -0.2 0.169
H 3.70388 4.17293 2.40759 0.0 0.1 0.0 0.447
H -5.56432 -1.76136 0.52585 0.1 0.1 0.2 0.612
H 2.80761 2.67882 2.38854 -0.1 -0.1 -0.2 -0.266
H -1.45049 3.46647 -1.43647 -0.1 1.1 0.6 -0.313
H -2.07987 2.61983 -3.10562 -0.2 0.5 -0.7 -0.255
H -2.04021 -0.63025 -0.96204 -0.8 -0.1 -0.3 -0.406
H 4.03888 4.07283 -3.34937 0.3 -0.4 0.0 0.480
H 5.81267 2.83002 1.76009 -0.4 0.1 0.2 0.433
H -3.17951 2.46198 4.23837 0.1 0.0 -0.4 0.358
H -5.13785 1.17711 0.46699 0.2 0.1 -0.3 -0.015
H -1.32513 -6.21338 1.15537 0.3 0.3 0.3 0.281
H -4.52258 -2.34214 -0.75529 0.4 0.1 0.0 -0.162
H 5.95518 2.30118 0.15134 -0.2 -0.2 -0.2 0.456
H 5.05892 1.00634 -1.49537 0.0 0.1 0.1 0.313
H -3.97176 -0.91348 0.27220 0.1 -0.1 -0.1 -0.492
H -0.47895 2.02722 -2.18762 0.8 -0.3 -0.2 -0.708
H -0.39629 0.30099 -1.41100 0.8 1.0 -1.2 -0.469
H 1.81111 -1.91231 2.59708 0.3 0.1 -0.2 0.578
H 2.23231 4.04997 1.44585 0.1 0.0 -0.2 0.315
H -3.95816 -0.49467 4.34388 -0.4 0.9 0.2 0.534
H -6.78580 0.52636 0.48050 -0.1 0.1 0.0 0.389
```
Forces are in eV/Å.

Computed properties:
- Highest occupied orbital energy: -6.89 eV
- Gap between HOMO and LUMO: 5.93 eV
- Largest force on an atom: 6.22 eV/A
- Total charge: 0